[1]
Formula: C32H41N3O3
Source: OMol25
Level of theory: ωB97M-V/def2-TZVPD

Element x y z (Å)
C (3.118, 3.519, 1.809)
N (2.862, 2.115, 1.607)
C (3.827, 1.228, 1.220)
O (4.978, 1.511, 0.903)
C (3.197, -0.167, 1.212)
C (3.680, -1.079, 2.346)
C (5.165, -1.369, 2.268)
C (5.622, -2.391, 1.430)
C (6.997, -2.620, 1.284)
C (7.919, -1.824, 1.982)
C (7.459, -0.809, 2.835)
C (6.083, -0.604, 2.999)
N (1.772, 0.180, 1.286)
C (0.816, -0.744, 1.128)
C (-0.534, -0.450, 1.235)
C (-1.545, -1.361, 0.988)
C (-2.911, -1.118, 1.339)
C (-3.833, -2.196, 1.362)
C (-5.179, -1.995, 1.627)
C (-5.677, -0.687, 1.906)
N (-7.050, -0.453, 2.054)
C (-7.689, -0.281, 3.348)
C (-7.863, 0.109, 0.987)
C (-4.739, 0.373, 1.990)
C (-3.394, 0.165, 1.728)
C (1.507, 1.596, 1.592)
C (0.873, 1.840, 2.978)
C (0.670, 2.300, 0.510)
H (4.193, 3.692, 1.829)
H (2.665, 4.123, 1.014)
H (2.677, 3.827, 2.763)
H (3.420, -0.651, 0.243)
H (3.445, -0.584, 3.300)
H (3.110, -2.018, 2.280)
H (4.885, -2.985, 0.881)
H (7.339, -3.415, 0.618)
H (8.991, -2.001, 1.871)
H (8.164, -0.168, 3.371)
H (5.710, 0.172, 3.674)
H (1.157, -1.773, 0.976)
H (-0.810, 0.557, 1.550)
H (-1.272, -2.358, 0.626)
H (-3.443, -3.204, 1.205)
H (-5.883, -2.832, 1.623)
H (-7.038, -0.626, 4.154)
H (-7.955, 0.773, 3.502)
H (-8.623, -0.856, 3.356)
H (-7.342, 0.060, 0.028)
H (-8.801, -0.456, 0.924)
H (-8.127, 1.150, 1.218)
H (-5.099, 1.369, 2.262)
H (-2.702, 0.999, 1.855)
H (1.541, 1.480, 3.772)
H (0.720, 2.920, 3.100)
H (-0.091, 1.337, 3.085)
H (1.130, 2.164, -0.478)
H (-0.343, 1.895, 0.451)
H (0.593, 3.362, 0.779)
C (-0.093, 0.486, -6.995)
C (-0.279, -0.053, -5.572)
C (-0.114, -1.574, -5.632)
C (0.730, 0.611, -4.612)
C (0.523, 0.332, -3.090)
O (1.466, 0.496, -2.285)
C (-0.787, -0.080, -2.685)
C (-1.930, -0.061, -3.559)
O (-3.078, -0.336, -3.171)
C (-1.666, 0.342, -5.038)
H (-0.203, 1.577, -7.041)
H (0.900, 0.228, -7.386)
H (-0.833, 0.044, -7.675)
H (-0.228, -2.046, -4.654)
H (-0.865, -1.991, -6.312)
H (0.871, -1.830, -6.037)
H (1.760, 0.342, -4.887)
H (0.625, 1.703, -4.749)
H (-0.953, -0.295, -1.631)
H (-1.733, 1.444, -5.099)
H (-2.456, -0.079, -5.676)

Lowest unoccupied orbital energy   -0.07913 hartree
Strongest force on any atom   2.63 eV/A
Electronic energy   -1633.8745 a.u.
HOMO level   -6.05 eV
Kohn-Sham gap   3.894 eV

Per-atom Löwdin charges, elementary charge units: atom 1 (C): -0.007, atom 2 (N): -0.033, atom 3 (C): -0.364, atom 4 (O): 0.096, atom 5 (C): -0.139, atom 6 (C): -0.085, atom 7 (C): -0.236, atom 8 (C): -0.041, atom 9 (C): -0.074, atom 10 (C): -0.082, atom 11 (C): -0.071, atom 12 (C): -0.045, atom 13 (N): 0.070, atom 14 (C): 0.034, atom 15 (C): -0.073, atom 16 (C): 0.044, atom 17 (C): -0.200, atom 18 (C): -0.008, atom 19 (C): 0.020, atom 20 (C): -0.227, atom 21 (N): -0.249, atom 22 (C): -0.079, atom 23 (C): -0.070, atom 24 (C): 0.012, atom 25 (C): 0.004, atom 26 (C): -0.452, atom 27 (C): 0.011, atom 28 (C): 0.020, atom 29 (H): 0.100, atom 30 (H): 0.098, atom 31 (H): 0.089, atom 32 (H): 0.182, atom 33 (H): 0.127, atom 34 (H): 0.118, atom 35 (H): 0.116, atom 36 (H): 0.104, atom 37 (H): 0.103, atom 38 (H): 0.105, atom 39 (H): 0.117, atom 40 (H): 0.162, atom 41 (H): 0.063, atom 42 (H): 0.140, atom 43 (H): 0.119, atom 44 (H): 0.121, atom 45 (H): 0.089, atom 46 (H): 0.078, atom 47 (H): 0.083, atom 48 (H): 0.097, atom 49 (H): 0.084, atom 50 (H): 0.079, atom 51 (H): 0.124, atom 52 (H): 0.108, atom 53 (H): 0.099, atom 54 (H): 0.090, atom 55 (H): 0.073, atom 56 (H): 0.096, atom 57 (H): 0.077, atom 58 (H): 0.091, atom 59 (C): -0.071, atom 60 (C): -0.575, atom 61 (C): -0.048, atom 62 (C): -0.079, atom 63 (C): -0.456, atom 64 (O): -0.093, atom 65 (C): -0.026, atom 66 (C): -0.461, atom 67 (O): -0.053, atom 68 (C): -0.083, atom 69 (H): 0.080, atom 70 (H): 0.081, atom 71 (H): 0.081, atom 72 (H): 0.080, atom 73 (H): 0.082, atom 74 (H): 0.080, atom 75 (H): 0.119, atom 76 (H): 0.123, atom 77 (H): 0.064, atom 78 (H): 0.125, atom 79 (H): 0.119

***

[2]
Formula: C5H8N2
Source: OMol25
Level of theory: ωB97M-V/def2-TZVPD

Element x y z (Å)
C (-0.674, 1.379, -0.131)
C (-0.313, 0.087, 0.276)
C (-1.392, -0.945, 0.515)
N (0.863, -1.254, -1.244)
C (1.156, -0.559, -0.111)
C (2.118, 0.575, -0.138)
N (2.814, 1.501, -0.193)
H (-0.168, 0.854, 1.175)
H (-1.705, 1.649, -0.341)
H (0.083, 2.152, -0.237)
H (-1.947, -1.153, -0.402)
H (-0.962, -1.887, 0.863)
H (-2.103, -0.584, 1.265)
H (0.820, -0.599, -2.029)
H (1.408, -1.217, 0.731)

Lowest unoccupied orbital energy (spin up / spin down)   -0.00197 / -0.03426 hartree
Strongest force on any atom   1.94 eV/A
Electronic energy   -304.6371 a.u.
HOMO level (spin up / spin down)   -9.39 / -7.48 eV
Kohn-Sham gap (spin up / spin down)   9.340 / 6.546 eV

Per-atom Löwdin charges, elementary charge units: atom 1 (C): 0.034, atom 2 (C): -0.380, atom 3 (C): -0.066, atom 4 (N): 0.088, atom 5 (C): -0.447, atom 6 (C): -0.183, atom 7 (N): 0.151, atom 8 (H): 0.200, atom 9 (H): 0.083, atom 10 (H): 0.072, atom 11 (H): 0.085, atom 12 (H): 0.083, atom 13 (H): 0.085, atom 14 (H): 0.061, atom 15 (H): 0.135

***

[3]
Formula: C21H29N5O7Si2
Source: OMol25
Level of theory: ωB97M-V/def2-TZVPD

Element x y z (Å)
N (-1.416, 0.847, -2.501)
C (-1.390, 0.241, -1.163)
C (-1.954, -1.181, -1.154)
C (-3.168, -1.374, -2.072)
Si (-4.806, -0.738, -1.439)
N (-4.780, -0.105, 0.176)
O (-5.358, 0.443, -2.452)
Si (-5.458, 2.042, -2.086)
H (-2.341, 1.218, -2.694)
H (-0.805, 1.654, -2.514)
H (-0.341, 0.181, -0.870)
H (-1.871, 0.892, -0.420)
H (-2.244, -1.434, -0.132)
H (-1.167, -1.875, -1.451)
H (-3.321, -2.449, -2.202)
H (-2.955, -0.978, -3.065)
H (-5.811, -1.822, -1.408)
H (-3.934, 0.380, 0.448)
H (-4.966, -0.817, 0.871)
H (-4.199, 2.477, -1.425)
H (-6.604, 2.352, -1.210)
H (-5.613, 2.779, -3.355)
C (3.873, 1.429, 2.415)
C (4.347, 1.956, 1.221)
C (3.531, 2.753, 0.435)
C (2.244, 3.010, 0.868)
C (1.745, 2.494, 2.049)
C (2.573, 1.698, 2.824)
N (1.374, 3.865, 0.040)
O (1.826, 4.283, -1.007)
O (0.256, 4.100, 0.451)
H (4.504, 0.807, 3.036)
H (5.357, 1.745, 0.897)
H (3.879, 3.172, -0.497)
H (0.732, 2.707, 2.356)
H (2.199, 1.282, 3.750)
C (6.815, 1.934, 8.289)
C (6.036, 0.932, 8.853)
C (5.372, 0.027, 8.041)
C (5.509, 0.151, 6.672)
C (6.276, 1.140, 6.085)
C (6.933, 2.038, 6.910)
N (4.808, -0.815, 5.803)
O (4.118, -1.657, 6.334)
O (4.958, -0.704, 4.600)
H (7.333, 2.636, 8.928)
H (5.944, 0.853, 9.927)
H (4.759, -0.760, 8.454)
H (6.355, 1.200, 5.011)
H (7.538, 2.821, 6.473)
C (-3.329, -2.349, -7.787)
C (-4.258, -3.372, -7.654)
C (-4.267, -4.160, -6.515)
C (-3.332, -3.900, -5.532)
C (-2.395, -2.890, -5.639)
C (-2.400, -2.109, -6.783)
N (-3.347, -4.722, -4.304)
O (-4.184, -5.595, -4.215)
O (-2.523, -4.459, -3.451)
H (-3.330, -1.733, -8.676)
H (-4.982, -3.555, -8.436)
H (-4.980, -4.960, -6.384)
H (-1.688, -2.719, -4.841)
H (-1.679, -1.310, -6.886)

Lowest unoccupied orbital energy   -0.02927 hartree
Strongest force on any atom   0.39 eV/A
Electronic energy   -2196.8917 a.u.
HOMO level   -9.22 eV
Kohn-Sham gap   8.424 eV

Per-atom Löwdin charges, elementary charge units: atom 1 (N): 0.003, atom 2 (C): -0.295, atom 3 (C): -0.249, atom 4 (C): -0.271, atom 5 (Si): 0.362, atom 6 (N): -0.067, atom 7 (O): -0.446, atom 8 (Si): 0.500, atom 9 (H): 0.040, atom 10 (H): 0.063, atom 11 (H): 0.104, atom 12 (H): 0.091, atom 13 (H): 0.094, atom 14 (H): 0.104, atom 15 (H): 0.050, atom 16 (H): 0.061, atom 17 (H): 0.005, atom 18 (H): 0.015, atom 19 (H): 0.029, atom 20 (H): -0.059, atom 21 (H): -0.064, atom 22 (H): -0.069, atom 23 (C): -0.063, atom 24 (C): -0.060, atom 25 (C): -0.005, atom 26 (C): -0.152, atom 27 (C): -0.004, atom 28 (C): -0.058, atom 29 (N): -0.355, atom 30 (O): 0.073, atom 31 (O): 0.072, atom 32 (H): 0.075, atom 33 (H): 0.108, atom 34 (H): 0.118, atom 35 (H): 0.118, atom 36 (H): 0.109, atom 37 (C): -0.069, atom 38 (C): -0.063, atom 39 (C): -0.002, atom 40 (C): -0.145, atom 41 (C): -0.002, atom 42 (C): -0.063, atom 43 (N): -0.340, atom 44 (O): 0.090, atom 45 (O): 0.051, atom 46 (H): 0.108, atom 47 (H): 0.109, atom 48 (H): 0.120, atom 49 (H): 0.115, atom 50 (H): 0.109, atom 51 (C): -0.071, atom 52 (C): -0.066, atom 53 (C): -0.004, atom 54 (C): -0.146, atom 55 (C): -0.006, atom 56 (C): -0.061, atom 57 (N): -0.347, atom 58 (O): 0.081, atom 59 (O): 0.061, atom 60 (H): 0.107, atom 61 (H): 0.107, atom 62 (H): 0.119, atom 63 (H): 0.118, atom 64 (H): 0.110